Record 1
The following is a DFT calculation (the ωB97M-V functional and the def2-TZVPD basis) of a single C4H7NO molecule.

```
13
Properties=species:S:1:pos:R:3:mulliken_charge:R:1
O 2.3977 0.3152 -0.4103 -0.5364
C 1.0647 0.2300 -0.2974 0.4147
C 0.5205 -1.0067 -0.1742 -0.7140
C -0.8754 -0.8258 0.3230 -0.2802
C -1.1153 0.6964 0.1457 -0.5428
N 0.2037 1.2700 -0.2005 -0.2250
H 2.4438 -0.6263 -0.1253 0.3746
H 0.7649 -1.7531 -0.9200 0.2733
H -1.5868 -1.4192 -0.2495 0.2461
H -0.9796 -1.1155 1.3772 0.2128
H -1.8303 0.8978 -0.6562 0.2451
H -1.4829 1.1525 1.0657 0.2776
H 0.4752 2.1846 0.1219 0.2543
```

Output
- HOMO: -7.5 eV
- Kohn-Sham gap: 0.3105 hartree
- Net charge: 0
- SMILES: OC1=CCCN1

=====

Record 2
The following is a DFT calculation (the ωB97M-V functional and the def2-TZVPD basis) of C43H44N4O3PdTe as an isolated structure.

```
96
Properties=species:S:1:pos:R:3:mulliken_charge:R:1
Pd -0.6354 0.4640 -2.2876 0.3355
C 3.3223 1.2108 -4.6414 -0.4415
O 2.4709 0.2472 -5.2630 -0.4487
C 1.3555 0.1937 -4.5293 0.1512
N 1.2721 1.0066 -3.5290 0.0266
C 2.4322 1.8797 -3.5562 -0.2622
C 3.1790 2.0815 -2.2630 -0.5969
C 2.9774 1.2836 -1.1489 0.6238
C 3.7238 1.4941 0.0021 -0.2089
C 4.6850 2.4895 0.0315 -0.8923
C 4.8847 3.2942 -1.0777 -0.6396
C 4.1364 3.0904 -2.2207 -0.7021
C 0.2286 -0.6364 -4.9234 0.3647
C 0.0208 -1.1159 -6.2109 -0.8913
C -1.1981 -1.7064 -6.5263 -0.4808
C -2.1859 -1.7867 -5.5523 -0.8662
C -1.9012 -1.3227 -4.2783 0.1389
N -0.7019 -0.7838 -3.9550 0.3489
C -2.8510 -1.3430 -3.1827 -0.0098
N -2.6081 -0.7247 -2.0806 0.7565
C -3.6858 -0.9871 -1.1524 0.8106
C -4.7201 -1.7268 -2.0502 -0.3136
O -4.0059 -2.0097 -3.2584 -0.5068
C -4.2228 0.2563 -0.4934 0.0624
C -4.0124 1.5181 -1.0312 -0.2547
C -4.5182 2.6308 -0.3778 -0.7051
C -5.2379 2.4889 0.7969 -0.5518
C -5.4666 1.2264 1.3210 -0.7994
C -4.9509 0.1163 0.6806 -0.3097
H 3.6820 1.9096 -5.3957 0.3314
H 4.1726 0.6875 -4.1922 0.3731
H 2.0777 2.8660 -3.8874 0.5968
H 2.2324 0.4912 -1.1998 0.2653
H 3.5682 0.8757 0.8774 0.4727
H 5.2769 2.6465 0.9200 0.4773
H 5.6153 4.0875 -1.0499 0.4099
H 4.2956 3.7147 -3.0861 0.4559
H 0.7948 -1.0060 -6.9516 0.5525
H -1.3877 -2.0752 -7.5209 0.4760
H -3.1611 -2.1949 -5.7587 0.5717
H -3.3023 -1.6516 -0.3636 -0.7710
H -5.5824 -1.0998 -2.3024 0.2811
H -5.0726 -2.6646 -1.6216 0.3698
H -3.4525 1.6328 -1.9557 0.3096
H -4.3470 3.6135 -0.7882 0.4649
H -5.6278 3.3579 1.3041 0.4393
H -6.0377 1.1069 2.2293 0.4373
H -5.1148 -0.8739 1.0808 0.4362
C -0.6680 3.5927 0.2416 -1.5822
C -0.7252 2.4432 -0.7197 0.8370
O -0.9241 2.6303 -1.9602 -0.6160
N -0.6177 1.1991 -0.3445 0.6522
Te 0.3523 0.6653 1.5142 0.5115
C 2.0362 0.1075 2.9377 -0.2644
C 2.3628 1.0819 3.8795 0.7703
C 1.5596 2.3251 4.1297 -1.9075
C 3.4817 0.8901 4.6830 -0.9461
C 4.2850 -0.2287 4.5625 0.7357
C 5.4760 -0.4170 5.4452 -1.5775
C 3.9584 -1.1728 3.5951 -0.9506
C 2.8523 -1.0143 2.7766 1.3263
C 2.5578 -2.0471 1.7321 -0.7757
C -0.7428 -1.1664 1.5987 0.6202
C -0.7246 -2.1491 0.6142 0.4958
C 0.1003 -2.0677 -0.6367 -0.8817
C -1.4861 -3.3023 0.7971 -1.2300
C -2.2611 -3.4972 1.9278 0.8531
C -3.0530 -4.7500 2.1321 -1.7846
C -2.2809 -2.4897 2.8853 -0.9636
C -1.5418 -1.3292 2.7371 1.1295
C -1.6053 -0.2707 3.7952 -1.9555
H -0.8671 4.5232 -0.2829 0.4295
H 0.3211 3.6360 0.7003 0.3644
H -1.4124 3.4386 1.0209 0.3088
H 0.7894 2.4927 3.3768 0.0776
H 2.2205 3.1894 4.1561 0.5294
H 1.0803 2.2490 5.1049 0.3809
H 3.7101 1.6410 5.4264 0.3937
H 5.5282 0.3683 6.1942 0.3712
H 6.3897 -0.3980 4.8540 0.3377
H 5.4298 -1.3792 5.9515 0.3615
H 4.5792 -2.0501 3.4805 0.4187
H 3.2973 -2.8441 1.7683 0.4201
H 2.5905 -1.5921 0.7408 0.0071
H 1.5718 -2.4818 1.8922 0.1308
H 0.5175 -1.0572 -0.7744 -0.7827
H -0.5125 -2.3335 -1.5038 0.4839
H 0.9160 -2.7905 -0.5971 0.5466
H -1.4456 -4.0720 0.0387 0.3984
H -2.9642 -5.4167 1.2782 0.3926
H -4.1051 -4.5160 2.2895 0.3751
H -2.6966 -5.2716 3.0197 0.3854
H -2.8840 -2.6208 3.7716 0.4276
H -2.2455 -0.5828 4.6163 0.4829
H -2.0088 0.6571 3.3812 0.3090
H -0.6075 -0.0747 4.1924 0.2664
```

Output
- HOMO (spin up / spin down): -9.0 / -9.9 eV
- 2S+1: 2
- Kohn-Sham gap (spin up / spin down): 0.1522 / 0.2087 hartree
- Net charge: +1

=====

Record 3
The following is a DFT calculation (the ωB97M-V functional and the def2-TZVPD basis) of a 8-piece molecular cluster, C21H57F6N5O8 overall.

```
97
Properties=species:S:1:pos:R:3:mulliken_charge:R:1
N -13.1919 -22.3068 -3.6566 2.0074
H -14.0568 -22.8261 -3.6078 0.1447
H -13.3474 -21.3527 -3.9492 -0.2998
H -12.6105 -22.8382 -4.2887 0.1569
H -12.8252 -22.5030 -2.7361 -0.0903
N -14.0672 -24.0416 -0.3055 -0.1337
H -14.6642 -23.2756 -0.0282 0.3768
H -13.1363 -23.6937 -0.4860 0.1054
H -14.4975 -24.3877 -1.1511 0.2451
H -13.9467 -24.6552 0.4876 0.4188
C -11.0552 -21.2301 -0.4493 -0.6207
O -12.1278 -20.2371 -0.4431 0.1087
O -11.6462 -22.3209 -1.1387 -0.9650
C -9.7470 -20.5107 -0.9490 0.6693
F -8.6863 -21.2350 -0.7608 -0.3423
F -9.8177 -20.4265 -2.2485 -0.2436
F -9.4315 -19.3312 -0.4471 -0.3418
C -12.2724 -19.5442 0.8136 -0.2662
C -13.5004 -18.6710 0.6677 -1.0985
H -13.8568 -18.2241 1.5958 0.3915
H -13.2360 -17.8078 0.0569 0.3012
H -14.3055 -19.1661 0.1247 0.0687
H -11.4656 -18.8177 0.9097 0.2780
H -12.4581 -20.0618 1.7547 0.3829
H -10.7897 -21.6131 0.5361 0.4237
C -15.9163 -24.7899 -3.6031 -0.0292
O -16.3051 -23.3924 -3.9380 -0.2556
O -14.6526 -24.6585 -2.9272 -1.0507
C -17.1096 -25.4719 -2.8701 0.6654
F -17.8872 -24.6150 -2.1468 -0.2713
F -17.9594 -26.0461 -3.7633 -0.2920
F -16.8540 -26.4639 -2.0571 -0.2874
C -17.2118 -23.2240 -4.9663 -0.5210
C -16.4838 -22.2916 -6.0017 -0.8272
H -17.1445 -21.8478 -6.7465 0.4714
H -16.1125 -21.4331 -5.4420 0.0275
H -15.7196 -22.7908 -6.5974 0.2117
H -18.0146 -22.6385 -4.5180 0.2500
H -17.6503 -24.1412 -5.3594 0.4136
H -15.7683 -25.3350 -4.5353 0.3984
C -15.9238 -20.7400 -1.4710 -0.5493
O -14.7949 -21.5848 -1.1221 -0.2383
H -15.4966 -20.0349 -2.1840 0.1219
H -16.6780 -21.3964 -1.9053 0.0934
H -16.3746 -20.3423 -0.5618 0.3536
H -14.0057 -21.1418 -0.8020 0.2126
C -8.1200 -22.0965 -4.7322 -0.6740
C -8.0569 -23.5217 -4.1182 0.5859
C -6.5666 -23.9549 -3.8734 -1.0845
O -5.7939 -24.0820 -5.0040 -0.3282
C -4.4220 -24.2245 -4.7276 -0.7608
N -8.9226 -23.4114 -2.9308 -0.4272
H -7.7984 -22.0300 -5.7715 0.3851
H -7.6041 -21.4229 -4.0479 0.4041
H -9.1528 -21.7485 -4.7513 -0.1267
H -8.4563 -24.3410 -4.7160 0.2034
H -6.5587 -24.9314 -3.3891 0.4674
H -6.1784 -23.2270 -3.1610 0.3430
H -4.3030 -25.1211 -4.1193 0.3278
H -3.9607 -23.3151 -4.3424 0.2943
H -3.9244 -24.4784 -5.6636 0.2575
H -8.7149 -22.5299 -2.4837 0.0697
H -9.8488 -23.2681 -3.3072 0.0831
C -11.6924 -23.6333 -7.4551 -1.4943
C -12.0729 -24.4395 -6.2098 0.9053
C -11.8179 -25.9320 -6.2459 -1.0521
O -12.2020 -26.5301 -7.4487 -0.3817
C -12.1999 -27.9072 -7.4985 -0.7620
N -11.4699 -23.8446 -4.9624 -0.2600
H -12.0686 -22.6109 -7.4900 0.2862
H -11.9860 -24.1753 -8.3542 0.4326
H -10.6192 -23.4597 -7.3766 0.3595
H -13.1541 -24.3634 -6.0941 -0.2420
H -12.2923 -26.4039 -5.3854 0.5182
H -10.7811 -26.1368 -5.9790 0.3894
H -12.0975 -28.2854 -8.5157 0.2432
H -13.2131 -28.2057 -7.2295 0.2649
H -11.4244 -28.2572 -6.8173 0.3362
H -11.6124 -24.4548 -4.1702 0.3285
H -10.4679 -23.7911 -5.0773 -0.2415
C -11.3054 -19.7819 -4.9099 -0.7381
C -12.5517 -19.2024 -4.2106 1.8370
C -12.6920 -17.6776 -4.2934 -1.1101
O -12.6664 -17.3519 -5.6209 -0.3063
C -13.4890 -16.2053 -5.9779 -0.8412
N -13.6657 -19.8730 -4.7850 -0.8046
H -10.8222 -19.1010 -5.6107 0.4613
H -11.5187 -20.7023 -5.4535 0.0133
H -10.5315 -19.9590 -4.1631 -0.0412
H -12.4417 -19.5696 -3.1902 -0.9592
H -11.9038 -17.2447 -3.6775 0.4163
H -13.6471 -17.3847 -3.8575 0.5161
H -14.5124 -16.5578 -5.8494 0.3637
H -13.3400 -16.0395 -7.0448 0.2563
H -13.2265 -15.2187 -5.5962 0.2807
H -14.4407 -19.5126 -4.2467 0.1254
H -13.8757 -19.5121 -5.7047 0.3047
```

Output
- HOMO: -8.2 eV
- Kohn-Sham gap: 0.3186 hartree
- Net charge: 0